[1]
Formula: C14H42BF4O7RbS7
Source: the OMol25 dataset
Level of theory: wB97M-V/def2-TZVPD

Output
E_LUMO: -0.6 eV
Calculated total energy: -117582.087 eV
Energy above the lowest of the compared OMol25 structures with the same formula, charge and spin: 0.000 eV
E_HOMO: -8.290 eV

Positions of all 76 atoms, in Å:
Rb (-0.114, -2.821, 1.946)
B (-0.368, 0.021, 0.376)
F (-0.510, 1.332, -0.123)
F (0.188, -0.855, -0.587)
F (0.432, 0.005, 1.540)
F (-1.656, -0.457, 0.777)
C (3.541, -1.772, -0.774)
S (3.384, -3.453, -0.121)
O (2.560, -3.239, 1.109)
C (2.287, -4.098, -1.389)
H (3.666, -1.173, 0.126)
H (2.635, -1.457, -1.282)
H (4.438, -1.690, -1.383)
H (1.947, -5.068, -1.029)
H (2.787, -4.221, -2.350)
H (1.435, -3.435, -1.550)
C (-5.567, -4.014, 3.179)
S (-3.894, -3.339, 3.206)
O (-3.205, -3.881, 1.988)
C (-4.285, -1.667, 2.755)
H (-5.923, -3.971, 2.145)
H (-6.185, -3.474, 3.884)
H (-5.446, -5.086, 3.337)
H (-5.182, -1.270, 3.241)
H (-4.435, -1.524, 1.684)
H (-3.467, -0.997, 3.030)
C (-2.665, -2.689, -2.099)
S (-1.974, -3.004, -3.729)
O (-3.084, -2.818, -4.685)
C (-0.841, -1.615, -3.937)
H (-2.023, -2.818, -1.222)
H (-3.425, -3.456, -1.930)
H (-3.149, -1.710, -2.087)
H (-1.552, -0.768, -3.924)
H (-0.370, -1.521, -4.909)
H (-0.179, -1.446, -3.095)
C (3.608, 1.472, -4.706)
S (2.598, 0.090, -4.121)
O (1.753, -0.241, -5.296)
C (1.574, 1.092, -3.018)
H (3.003, 2.084, -5.366)
H (4.414, 0.983, -5.258)
H (4.109, 2.022, -3.910)
H (2.151, 1.346, -2.137)
H (0.703, 0.500, -2.795)
H (1.284, 1.943, -3.626)
C (-0.338, 4.787, -1.761)
S (-2.060, 5.297, -1.763)
O (-2.312, 6.340, -2.772)
C (-2.668, 3.754, -2.449)
H (0.225, 5.655, -1.406)
H (0.001, 4.404, -2.720)
H (-0.140, 4.065, -0.962)
H (-3.753, 3.861, -2.579)
H (-2.417, 2.819, -1.964)
H (-2.380, 3.764, -3.513)
C (0.255, 3.038, 2.877)
S (-0.993, 4.324, 2.839)
O (-0.476, 5.522, 2.153)
C (-2.128, 3.434, 1.757)
H (0.807, 2.851, 1.959)
H (-0.290, 2.125, 3.126)
H (0.923, 3.243, 3.709)
H (-3.082, 3.936, 1.633)
H (-2.275, 2.435, 2.162)
H (-1.612, 3.363, 0.798)
C (3.341, -0.834, 3.514)
S (4.171, 0.348, 4.581)
O (3.088, 1.093, 5.266)
C (4.769, -0.884, 5.732)
H (2.685, -1.423, 4.149)
H (4.135, -1.436, 3.058)
H (2.844, -0.364, 2.670)
H (5.214, -0.424, 6.618)
H (5.556, -1.495, 5.292)
H (3.908, -1.439, 6.113)

Results of the Löwdin charge analysis, in e, for atoms 1 through 5: 0.897 -1.298 0.106 0.069 0.036

=====

[2]
Formula: C14H42FInO7S7
Source: the OMol25 dataset
Level of theory: wB97M-V/def2-TZVPD

Output
E_LUMO: -9.0 eV
Calculated total energy: -113246.129 eV
Energy above the lowest of the compared OMol25 structures with the same formula, charge and spin: 0.000 eV
E_HOMO: -13.550 eV
Net charge: +2

Positions of all 72 atoms, in Å:
In (42.161, -17.300, 0.800)
F (40.641, -19.690, 0.496)
C (44.505, -21.800, -0.580)
S (44.552, -20.707, 0.887)
O (44.244, -19.290, 0.445)
C (43.169, -21.321, 1.935)
H (44.362, -22.840, -0.285)
H (45.359, -21.592, -1.217)
H (43.561, -21.574, -1.081)
H (42.296, -21.476, 1.302)
H (42.952, -20.674, 2.782)
H (43.523, -22.223, 2.439)
C (40.122, -18.376, -4.403)
S (41.448, -17.578, -3.425)
O (41.296, -17.942, -1.943)
C (42.852, -18.519, -4.070)
H (39.872, -19.374, -4.053)
H (40.479, -18.248, -5.422)
H (39.336, -17.677, -4.119)
H (42.997, -18.267, -5.118)
H (42.608, -19.571, -3.917)
H (43.704, -18.362, -3.413)
C (39.924, -14.741, 4.609)
S (41.679, -14.896, 4.165)
O (41.611, -15.329, 2.699)
C (42.106, -13.127, 4.185)
H (39.865, -14.206, 5.555)
H (39.420, -15.703, 4.686)
H (39.488, -14.276, 3.724)
H (41.465, -12.529, 3.539)
H (43.139, -13.055, 3.855)
H (42.059, -12.786, 5.220)
C (38.457, -17.141, -0.923)
S (38.235, -16.926, 0.865)
O (39.574, -16.857, 1.582)
C (37.429, -15.275, 0.996)
H (39.082, -16.416, -1.444)
H (37.494, -17.190, -1.432)
H (38.932, -18.120, -1.016)
H (37.785, -14.547, 0.264)
H (37.580, -14.823, 1.974)
H (36.372, -15.414, 0.771)
C (45.574, -15.990, -2.967)
S (45.526, -16.950, -1.408)
O (44.093, -17.434, -1.353)
C (46.552, -18.365, -1.995)
H (46.586, -15.627, -3.149)
H (44.750, -15.300, -2.806)
H (45.448, -16.652, -3.824)
H (47.523, -18.076, -2.397)
H (46.058, -18.955, -2.764)
H (46.760, -18.887, -1.062)
C (45.766, -14.418, 3.235)
S (45.584, -14.769, 1.420)
O (44.544, -15.850, 1.238)
C (44.613, -13.231, 1.152)
H (44.807, -14.343, 3.745)
H (46.220, -13.428, 3.287)
H (46.360, -15.184, 3.727)
H (44.177, -13.209, 0.153)
H (45.257, -12.382, 1.366)
H (43.720, -13.400, 1.754)
C (44.707, -19.893, 4.744)
S (44.585, -18.105, 4.375)
O (43.588, -17.882, 3.257)
C (43.710, -17.604, 5.877)
H (45.383, -19.960, 5.605)
H (45.241, -20.568, 4.075)
H (43.804, -20.390, 5.102)
H (44.416, -17.702, 6.709)
H (43.120, -18.481, 6.159)
H (43.183, -16.660, 5.936)

Results of the Löwdin charge analysis, in e, for atoms 1 through 5: 1.390 -0.469 -0.210 0.884 -0.603

=====

E_LUMO of number 1 (C14H42BF4O7RbS7)?
-0.6 eV

=====

Which of these has the lowest E_LUMO?
C14H42FInO7S7

=====

Which value of energy above the lowest of the compared OMol25 structures with the same formula, charge and spin does entry 1 give?
0.000 eV